Record 1
Here is a structure of composition C76H152F14N9O20S6 in a non-equilibrium geometry from OMol25. Energies are from wB97M-V/def2-TZVPD.

Properties
Frontier orbital gap (eV): 7.5
Total charge: +3
HOMO (eV): -14.01
Energy (a.u.): -8770.708021
LUMO energy (eV): -6.5210
F_max (eV/A): 3.91

Geometry (Å):
C -2.529 -5.573 3.592
C -1.924 -4.310 4.228
C -2.929 -3.338 4.721
N -2.402 -1.986 5.236
C -3.711 -1.201 5.475
C -3.502 0.256 5.777
C -2.809 1.023 4.636
C -1.484 0.302 4.517
C -1.609 -1.192 4.205
C -1.581 -2.193 6.453
H -2.921 -5.476 2.566
H -3.325 -5.923 4.219
H -1.839 -6.389 3.661
H -1.264 -3.712 3.575
H -1.186 -4.633 4.978
H -3.502 -3.723 5.576
H -3.694 -3.166 3.942
H -4.247 -1.319 4.560
H -4.239 -1.789 6.196
H -4.460 0.689 5.995
H -2.944 0.377 6.713
H -3.477 0.995 3.733
H -2.717 2.073 4.953
H -0.996 0.651 3.608
H -0.897 0.318 5.428
H -2.142 -1.453 3.245
H -0.658 -1.673 4.022
H -0.700 -2.798 6.326
H -2.217 -2.716 7.143
H -1.374 -1.211 6.885
C 5.479 9.136 -5.670
C 5.110 7.680 -5.678
C 4.668 7.288 -4.310
N 4.202 5.862 -4.017
C 5.236 4.800 -4.269
C 6.477 4.898 -3.340
C 6.106 4.886 -1.845
C 5.035 5.992 -1.607
C 3.828 5.808 -2.552
C 2.937 5.379 -4.839
H 4.628 9.753 -5.868
H 6.218 9.422 -6.475
H 5.925 9.385 -4.743
H 5.941 7.025 -6.053
H 4.353 7.652 -6.515
H 3.940 7.959 -3.951
H 5.516 7.364 -3.659
H 5.553 4.973 -5.295
H 4.739 3.830 -4.127
H 7.063 5.767 -3.632
H 7.001 3.969 -3.604
H 7.022 5.043 -1.225
H 5.775 3.909 -1.544
H 5.367 7.031 -1.520
H 4.497 5.691 -0.734
H 3.086 6.569 -2.431
H 3.368 4.789 -2.386
H 2.660 4.428 -4.413
H 3.204 5.243 -5.842
H 2.119 6.127 -4.743
C 7.397 2.086 4.365
C 6.751 1.301 5.444
C 6.200 -0.047 4.864
N 5.691 -1.027 5.942
C 6.486 -1.042 7.240
C 5.938 -2.002 8.305
C 4.482 -1.618 8.566
C 3.670 -1.655 7.225
C 4.268 -0.736 6.169
C 5.750 -2.381 5.141
H 6.787 2.279 3.477
H 8.301 1.595 4.027
H 7.621 3.134 4.594
H 5.888 1.820 5.896
H 7.485 1.039 6.174
H 6.999 -0.522 4.295
H 5.340 0.058 4.193
H 6.393 0.079 7.537
H 7.521 -1.182 6.929
H 6.586 -1.914 9.127
H 5.989 -3.011 7.927
H 4.526 -0.584 8.857
H 3.984 -2.206 9.364
H 2.689 -1.271 7.300
H 3.580 -2.710 6.918
H 4.192 0.345 6.420
H 3.758 -0.787 5.261
H 5.212 -3.179 5.679
H 6.812 -2.652 5.139
H 5.252 -2.225 4.154
C -2.769 0.893 -0.435
C -3.315 0.792 -1.859
C -4.816 1.067 -1.879
N -5.475 1.072 -3.275
C -6.892 1.575 -3.029
C -7.753 0.578 -2.278
C -7.720 -0.768 -3.071
C -6.308 -1.277 -3.251
C -5.464 -0.272 -3.973
C -4.779 2.092 -4.143
H -1.744 0.852 -0.514
H -3.149 0.053 0.190
H -3.055 1.825 0.094
H -3.088 -0.179 -2.296
H -2.803 1.489 -2.440
H -4.987 2.116 -1.459
H -5.435 0.377 -1.298
H -6.860 2.557 -2.525
H -7.394 1.919 -3.986
H -7.486 0.269 -1.229
H -8.750 0.992 -2.379
H -8.382 -1.543 -2.531
H -8.028 -0.639 -4.066
H -5.940 -1.535 -2.202
H -6.333 -2.223 -3.891
H -4.381 -0.511 -3.982
H -5.707 -0.059 -5.044
H -5.392 2.225 -5.016
H -3.735 1.772 -4.368
H -4.647 3.023 -3.524
C -3.101 -7.857 -3.104
C -4.652 -7.856 -3.302
C -5.318 -8.956 -2.548
C -5.417 -8.720 -1.059
C -6.066 -7.389 -0.826
C -5.417 -6.110 -1.378
N -5.161 -6.497 -2.845
O -5.395 -5.774 -3.698
C -4.112 -5.752 -0.653
C -6.349 -4.941 -1.527
C -5.036 -7.972 -4.735
H -2.652 -6.954 -3.571
H -2.743 -8.626 -3.762
H -2.920 -8.224 -2.071
H -4.652 -9.800 -2.666
H -6.298 -9.206 -2.895
H -4.435 -8.746 -0.593
H -6.033 -9.471 -0.559
H -6.239 -7.138 0.221
H -7.031 -7.348 -1.323
H -4.356 -5.514 0.316
H -3.700 -4.871 -1.128
H -3.327 -6.495 -0.749
H -7.320 -5.092 -1.942
H -5.762 -4.134 -1.955
H -6.470 -4.553 -0.480
H -5.924 -7.469 -4.960
H -4.973 -8.997 -5.052
H -4.298 -7.502 -5.386
C -1.241 6.141 2.603
C -0.386 6.682 3.774
C -0.078 5.718 4.839
C 1.212 6.108 5.669
C 2.473 6.150 4.722
C 2.402 7.231 3.736
N 0.981 7.027 3.078
O 0.961 7.194 1.950
C 3.411 7.005 2.606
C 2.405 8.638 4.345
C -0.897 8.029 4.332
H -1.385 6.899 1.877
H -2.153 6.094 3.146
H -1.005 5.083 2.313
H 0.129 4.710 4.351
H -0.952 5.659 5.408
H 1.356 5.222 6.325
H 1.043 6.980 6.287
H 2.484 5.214 4.208
H 3.366 6.310 5.332
H 3.285 6.047 2.162
H 4.408 6.986 3.077
H 3.449 7.828 1.956
H 1.692 8.735 5.160
H 2.071 9.402 3.649
H 3.412 8.767 4.746
H -0.943 8.823 3.519
H -0.277 8.404 5.167
H -1.980 7.821 4.650
C 1.911 0.897 -7.035
C 0.668 -0.058 -7.029
C 0.444 -0.721 -8.413
C 1.398 -1.812 -8.835
C 1.285 -2.934 -7.781
C 1.710 -2.589 -6.383
N 1.007 -1.207 -6.003
O 1.089 -0.848 -4.866
C 3.278 -2.103 -6.220
C 1.465 -3.666 -5.431
C -0.551 0.717 -6.595
H 2.045 1.331 -5.992
H 1.820 1.714 -7.763
H 2.768 0.376 -7.366
H 0.647 0.042 -9.177
H -0.588 -1.009 -8.665
H 2.424 -1.391 -9.018
H 1.027 -2.171 -9.829
H 2.046 -3.717 -8.086
H 0.243 -3.319 -7.675
H 3.912 -2.976 -6.449
H 3.345 -1.787 -5.190
H 3.438 -1.236 -6.855
H 2.076 -4.485 -5.888
H 0.433 -3.772 -5.293
H 1.912 -3.328 -4.506
H -1.342 -0.015 -6.870
H -0.741 1.639 -7.154
H -0.462 0.885 -5.487
C -1.143 -3.838 0.721
C -0.315 -2.593 0.223
C -0.501 -1.388 1.210
C 0.532 -0.296 0.980
C 1.905 -0.943 1.233
C 2.292 -1.976 0.157
N 1.167 -2.962 0.109
O 1.262 -4.105 -0.049
C 3.553 -2.677 0.565
C 2.417 -1.420 -1.293
C -0.861 -2.255 -1.181
H -1.285 -4.562 -0.156
H -2.083 -3.331 0.825
H -0.680 -4.417 1.529
H -0.501 -1.818 2.178
H -1.483 -1.061 0.977
H 0.283 0.518 1.627
H 0.460 0.103 -0.058
H 2.055 -1.355 2.202
H 2.689 -0.232 1.013
H 3.377 -3.080 1.605
H 4.398 -1.932 0.569
H 3.865 -3.477 -0.095
H 3.459 -1.113 -1.473
H 1.706 -0.596 -1.472
H 2.119 -2.262 -1.975
H -0.837 -3.163 -1.761
H -0.342 -1.351 -1.621
H -1.976 -2.036 -1.026
N 0.974 2.831 3.336
S 1.447 3.180 1.862
O 2.351 2.301 1.305
O 1.630 4.598 1.620
F 0.081 2.825 1.136
S 2.101 2.299 4.368
O 2.588 0.971 4.129
O 1.634 2.603 5.676
F 3.398 3.163 4.107
C -6.304 -1.627 1.843
F -6.325 -0.372 1.390
F -6.291 -1.522 3.137
F -7.386 -2.294 1.439
S -4.866 -2.488 0.989
O -4.991 -1.905 -0.332
O -3.681 -1.990 1.656
O -5.226 -3.872 1.128
C 2.397 -5.277 4.686
F 3.298 -5.202 5.638
F 2.819 -5.815 3.525
F 1.355 -6.016 5.127
S 1.821 -3.494 4.397
O 1.216 -3.146 5.662
O 2.981 -2.689 4.007
O 0.902 -3.609 3.230
C -3.076 -3.624 -5.406
F -2.935 -4.245 -6.610
F -4.362 -3.515 -5.084
F -2.525 -4.430 -4.492
S -2.306 -2.000 -5.531
O -1.118 -2.152 -6.348
O -3.247 -1.092 -6.132
O -2.048 -1.873 -4.141
C -0.368 3.733 -2.857
F -0.912 3.558 -4.023
F 0.056 4.985 -2.829
F -1.377 3.705 -1.982
S 1.070 2.583 -2.584
O 0.556 1.228 -2.176
O 1.748 2.583 -3.923
O 1.870 3.236 -1.564

---

Record 2
Here is a cluster of 4 separate species, C13H21O10 in total in a non-equilibrium geometry from OMol25. Energies are from wB97M-V/def2-TZVPD.

Properties
Frontier orbital gap (eV): 4.5
Total charge: -1
HOMO (eV): -2.21
Energy (a.u.): -1260.309396
LUMO energy (eV): 2.2569
ΔE to the lowest compared entry with this formula, charge and spin (kJ/mol): 200.1
F_max (eV/A): 3.87

Geometry (Å):
C -1.193 -0.695 -1.210
O -2.029 -0.763 -2.286
H -0.253 -1.273 -1.296
H -0.754 0.339 -1.212
H -1.700 -0.713 -0.224
C -2.093 3.564 2.134
C -3.188 3.528 1.065
C -2.709 2.918 -0.178
O -3.982 2.486 -0.699
C -4.745 2.112 0.331
O -5.894 1.758 0.204
O -4.168 2.515 1.494
H -1.423 2.716 1.988
H -2.558 3.542 3.115
H -1.500 4.422 1.808
H -3.674 4.502 1.117
H -2.067 2.051 -0.017
H -2.240 3.621 -0.865
C -0.710 -1.864 3.949
C -0.078 -0.866 2.941
C 1.069 0.083 3.419
O 2.165 -0.373 2.617
C 1.835 -1.429 1.838
O 2.597 -1.842 1.018
O 0.598 -1.811 2.128
H -0.924 -2.872 3.602
H -1.627 -1.458 4.381
H -0.039 -2.053 4.790
H -0.776 -0.251 2.374
H 1.452 0.042 4.439
H 0.773 1.120 3.257
C 4.550 -2.127 -3.121
C 3.018 -2.044 -2.948
C 2.452 -0.679 -3.381
O 1.730 -0.990 -4.578
C 1.656 -2.332 -4.746
O 1.190 -2.869 -5.723
O 2.513 -2.958 -3.964
H 5.061 -3.052 -2.851
H 4.881 -1.459 -2.317
H 4.957 -1.827 -4.085
H 2.774 -2.451 -1.970
H 3.251 -0.018 -3.715
H 1.802 -0.248 -2.622

---

Record 3
Here is a structure of composition C34H23GeN4OS3Sc from OMol25. Energies are from wB97M-V/def2-TZVPD.

Properties
Frontier orbital gap (eV): 4.7
Total charge: -2
HOMO (eV): -0.62
Energy (a.u.): -5636.021820
LUMO energy (eV): 4.1022
ΔE to the lowest compared entry with this formula, charge and spin (kJ/mol): 0.0
F_max (eV/A): 0.57

Geometry (Å):
Sc 2.134 1.449 -0.796
S 3.245 2.246 1.347
C 3.336 3.771 0.512
S 2.771 3.887 -1.122
C 3.867 4.883 1.153
C 3.984 6.148 0.505
N 4.106 7.189 0.021
C 4.328 4.837 2.501
N 4.702 4.849 3.593
O -1.248 1.985 -2.693
C -0.746 1.640 -1.686
S 0.029 -3.088 -2.686
C 1.235 -1.884 -2.378
C 1.554 -0.895 -3.353
C 2.536 0.014 -3.113
N 3.127 0.085 -1.807
C 3.194 -1.174 -1.140
C 2.231 -2.101 -1.360
C 0.844 -4.371 -3.583
C 0.142 -5.522 -3.951
C 0.797 -6.519 -4.647
N 2.083 -6.470 -5.006
C 2.740 -5.364 -4.650
C 2.186 -4.303 -3.954
H 1.075 -0.930 -4.328
H 2.950 0.644 -3.892
H 4.043 -1.357 -0.491
H 2.267 -3.051 -0.835
H -0.904 -5.633 -3.692
H 0.258 -7.417 -4.936
H 3.786 -5.323 -4.943
H 2.772 -3.430 -3.694
C -0.151 1.285 -0.597
Ge -1.237 0.965 0.923
C -3.124 0.686 0.434
C -3.804 -0.481 0.776
C -5.141 -0.657 0.436
C -5.818 0.336 -0.257
C -5.152 1.504 -0.609
C -3.819 1.674 -0.264
C -0.647 -0.656 1.847
C -0.723 -0.802 3.232
C -0.354 -1.995 3.840
C 0.091 -3.059 3.066
C 0.175 -2.925 1.688
C -0.185 -1.727 1.084
C -1.259 2.451 2.206
C -0.262 3.424 2.216
C -0.275 4.448 3.154
C -1.294 4.517 4.093
C -2.303 3.562 4.089
C -2.284 2.539 3.150
H -3.282 -1.267 1.311
H -5.651 -1.574 0.709
H -6.858 0.200 -0.527
H -5.671 2.281 -1.158
H -3.311 2.590 -0.549
H -1.063 0.029 3.843
H -0.406 -2.092 4.918
H 0.380 -3.990 3.541
H 0.529 -3.742 1.071
H -0.091 -1.620 0.007
H 0.539 3.383 1.489
H 0.518 5.187 3.149
H -1.305 5.316 4.826
H -3.104 3.614 4.818
H -3.081 1.801 3.150

---

Record 4
Here is a cluster of 2 separate species, C6H14N2O2 in total in a non-equilibrium geometry from OMol25. Energies are from wB97M-V/def2-TZVPD.

Properties
Frontier orbital gap (eV): 9.3
SMILES: CNC(C)=O.CNC(C)=O
HOMO (eV): -8.84
Energy (a.u.): -496.986474
LUMO energy (eV): 0.4752
ΔE to the lowest compared entry with this formula, charge and spin (kJ/mol): 186.6
F_max (eV/A): 2.82

Geometry (Å):
C -1.731 1.819 -1.920
C -0.936 -1.853 -1.665
C -1.330 0.556 -1.262
O -0.981 0.565 -0.075
N -1.636 -0.612 -1.858
H -2.655 2.218 -1.469
H -2.334 -0.682 -2.583
H -0.193 -1.781 -0.837
H -1.110 2.634 -1.548
H -1.580 2.046 -3.009
H -1.562 -2.655 -1.332
H -0.298 -2.011 -2.561
C 0.878 -1.779 2.062
C 1.852 1.853 1.300
C 1.839 0.452 1.925
O 2.926 -0.080 2.167
N 0.741 -0.334 1.830
H -0.192 -0.168 1.431
H 0.482 -2.099 3.023
H 2.699 2.507 1.478
H 0.419 -2.297 1.209
H 1.948 -2.065 2.107
H 1.940 1.556 0.232
H 0.815 2.210 1.355